Below is 2 unconnected molecules or ions with the total composition C4H14N2O, with properties calculated with the ωB97M-V functional and the def2-TZVPD basis.

Computed properties:
Strongest force on any atom: 2.5 eV Å⁻¹
Lowest unoccupied orbital energy (alpha / beta): -3.04 / -7.61 eV
2S+1: 2
ΔE to the lowest compared entry with this formula, charge and spin: 14.0 kcal/mol
Total charge: +1

Geometry as XYZ:
```
21
Properties=species:S:1:pos:R:3:forces:R:3
C -0.13959 0.85511 2.16511 -0.3827 -0.3131 -0.0554
N -0.43443 1.27042 0.78335 -0.1024 0.4286 0.9494
C -1.47556 0.45358 0.18335 -0.4718 -0.0214 0.1973
C -1.28942 0.41241 -1.31639 -0.1818 0.2341 -0.4244
C 0.08784 -0.10417 -1.70612 -0.8212 -0.0191 1.1381
N 0.35593 -1.39369 -1.14670 -0.1634 1.7116 -1.8580
H 0.43347 -0.06988 2.12992 0.3111 0.0613 0.1497
H -1.04506 0.62635 2.74949 0.0067 0.1192 -0.1608
H 0.38268 1.64360 2.70118 0.2724 -0.1292 -0.1481
H -0.76257 2.23238 0.87893 0.1030 -0.2044 -0.5408
H -1.49145 -0.54125 0.64673 0.3459 -0.0618 -0.1161
H -2.48419 0.81463 0.41239 -0.0028 0.1313 -0.0529
H -2.11126 -0.10242 -1.81917 0.1205 -0.2285 0.0011
H -1.32801 1.43882 -1.68022 -0.0562 0.0779 -0.0788
H 0.26228 -0.08804 -2.78934 0.4278 -0.1117 0.0890
H 0.79765 0.58024 -1.19504 0.2938 0.0393 -0.1328
H -0.45014 -1.88113 -0.78296 0.3681 -0.7385 0.4443
H 1.25902 -1.74874 -1.43813 -0.0494 -0.9196 0.7307
H 3.63605 -1.56998 -0.17086 -0.3991 0.5395 -0.0851
H 2.94969 -1.63389 1.12526 -0.4057 0.2847 0.1787
O 2.84707 -1.19435 0.26923 0.7874 -0.8803 -0.2254
```
Positions in Å, forces in eV/Å.